No. 1
{"formula": "C6H14N2O", "method": "the ωB97M-V functional and the def2-TZVPD basis", "lumo_ev": 0.96, "fmax_ha_per_bohr": 0.0448, "total_energy_ev": -11472.436, "mol_weight_g_mol": 130.19, "symbols": ["C", "C", "C", "C", "C", "N", "C", "O", "N", "H", "H", "H", "H", "H", "H", "H", "H", "H", "H", "H", "H", "H", "H"], "positions_angstrom": [[0.085, -0.471, 1.696], [-0.142, 0.421, 0.481], [1.621, 0.413, -2.645], [-0.343, -1.913, 1.415], [-0.669, 0.110, 2.895], [0.485, 0.727, -1.774], [-0.898, 0.718, -2.420], [0.645, -0.090, -0.603], [-1.235, 1.910, -2.498], [1.158, -0.462, 1.917], [0.000, 2.043, -1.912], [0.167, 1.452, 0.688], [-1.204, 0.425, 0.212], [-1.401, -0.244, -2.531], [1.535, 1.034, -3.535], [2.546, 0.637, -2.115], [1.609, -0.642, -2.922], [0.195, -2.321, 0.561], [-1.414, -1.959, 1.200], [-0.149, -2.547, 2.281], [-1.745, 0.127, 2.705], [-0.498, -0.497, 3.784], [-0.347, 1.129, 3.116]]}


No. 2
{"formula": "C6H14N2O", "method": "the ωB97M-V functional and the def2-TZVPD basis", "lumo_ev": [0.92, 0.59], "fmax_ha_per_bohr": 0.0861, "total_energy_ev": -11471.288, "mol_weight_g_mol": 130.19, "symbols": ["C", "C", "C", "C", "C", "C", "N", "N", "O", "H", "H", "H", "H", "H", "H", "H", "H", "H", "H", "H", "H", "H", "H"], "positions_angstrom": [[-0.248, -1.650, 0.271], [0.853, -0.955, 1.016], [-1.620, -0.744, 0.408], [1.241, 0.391, 0.442], [-1.867, 0.355, -0.487], [1.698, 0.457, -1.060], [0.271, 1.375, 0.725], [-2.503, 1.510, -0.105], [0.799, 2.680, 0.317], [-0.179, -1.667, -0.806], [-0.565, -2.658, 0.745], [0.635, -0.823, 2.082], [1.779, -1.565, 1.009], [-2.419, -1.470, 0.271], [-1.438, -0.293, 1.382], [2.046, 0.733, 1.143], [-1.915, 0.217, -1.656], [1.895, 1.504, -1.201], [0.762, 0.161, -1.560], [2.463, -0.324, -1.066], [-2.908, 2.106, -0.737], [-2.263, 1.891, 0.780], [0.346, 3.394, 0.693]]}


No. 3
{"formula": "C6H14N2O", "method": "the ωB97M-V functional and the def2-TZVPD basis", "lumo_ev": 0.75, "fmax_ha_per_bohr": 0.0111, "total_energy_ev": -11475.930, "mol_weight_g_mol": 130.19, "smiles": "CNCCCO.CC#N", "symbols": ["C", "N", "C", "C", "C", "O", "H", "H", "H", "H", "H", "H", "H", "H", "H", "H", "H", "C", "C", "N", "H", "H", "H"], "positions_angstrom": [[-0.911, 1.768, 1.236], [-0.484, 0.911, 0.150], [-1.471, -0.095, -0.199], [-1.199, -0.743, -1.554], [0.158, -1.465, -1.682], [1.098, -0.746, -2.433], [-0.131, 2.501, 1.434], [-1.060, 1.160, 2.130], [-1.853, 2.299, 1.030], [-0.280, 1.480, -0.667], [-2.492, 0.331, -0.223], [-1.461, -0.861, 0.588], [-2.005, -1.455, -1.744], [-1.240, 0.018, -2.336], [0.551, -1.706, -0.687], [0.014, -2.403, -2.227], [1.512, -0.069, -1.875], [1.737, -0.341, 1.939], [2.117, 0.213, 0.671], [2.476, 0.642, -0.328], [1.619, 0.460, 2.665], [2.512, -1.027, 2.279], [0.795, -0.872, 1.833]]}


No. 4
{"formula": "C6H14N2O", "method": "the ωB97M-V functional and the def2-TZVPD basis", "lumo_ev": [0.20, 0.20], "fmax_ha_per_bohr": 0.0958, "total_energy_ev": -11472.753, "mol_weight_g_mol": 130.19, "smiles": "[H]/N=C/CO.CC(C)=CN", "symbols": ["H", "N", "C", "C", "O", "H", "H", "H", "H", "C", "C", "C", "C", "N", "H", "H", "H", "H", "H", "H", "H", "H", "H"], "positions_angstrom": [[0.037, 3.548, 1.101], [-0.309, 2.844, 0.447], [-0.156, 1.644, 0.900], [-1.617, 0.939, 1.290], [-1.511, -0.324, 1.885], [0.460, 1.402, 1.774], [-2.284, 0.930, 0.422], [-2.016, 1.611, 2.053], [-1.340, -0.965, 1.177], [-0.500, -1.654, -1.099], [0.642, -0.980, -0.423], [1.681, -1.868, 0.173], [0.885, 0.374, -0.617], [0.359, 1.038, -1.762], [-0.111, -2.388, -1.808], [-1.145, -1.005, -1.706], [-1.173, -2.159, -0.405], [1.631, -1.941, 1.260], [1.623, -2.903, -0.179], [2.698, -1.556, -0.076], [1.852, 0.747, -0.297], [-0.562, 0.784, -2.094], [0.856, 1.881, -2.017]]}


No. 5
{"formula": "C6H14N2O", "method": "the ωB97M-V functional and the def2-TZVPD basis", "lumo_ev": 1.02, "fmax_ha_per_bohr": 0.0373, "total_energy_ev": -11474.615, "mol_weight_g_mol": 130.19, "smiles": "C[C@]1(N)N[C@H]1CO.C=C", "symbols": ["C", "C", "N", "N", "C", "C", "O", "H", "H", "H", "H", "H", "H", "H", "H", "H", "H", "C", "C", "H", "H", "H", "H"], "positions_angstrom": [[1.754, 2.046, 0.969], [0.757, 1.019, 0.481], [1.062, -0.305, 0.952], [0.232, 1.261, -0.856], [-0.661, 1.425, 0.291], [-1.865, 0.514, 0.506], [-1.570, -0.824, 0.828], [1.513, 3.020, 0.553], [2.757, 1.770, 0.647], [1.738, 2.099, 2.057], [2.049, -0.496, 0.817], [0.574, -1.027, 0.388], [0.039, 0.406, -1.369], [-0.895, 2.468, 0.488], [-2.455, 0.486, -0.417], [-2.484, 0.960, 1.298], [-0.892, -0.824, 1.577], [-0.932, -2.330, -1.432], [0.384, -2.296, -1.600], [-1.398, -2.993, -0.721], [-1.596, -1.720, -2.025], [1.044, -2.953, -1.052], [0.844, -1.705, -2.379]]}


No. 6
{"formula": "C6H14N2O2", "method": "the ωB97M-V functional and the def2-TZVPD basis", "lumo_ev": 0.54, "fmax_ha_per_bohr": 0.0461, "total_energy_ev": -13524.945, "mol_weight_g_mol": 146.19, "smiles": "CNC(C)=O.CNC(C)=O", "symbols": ["C", "N", "C", "C", "O", "H", "H", "H", "H", "H", "H", "H", "C", "N", "C", "C", "O", "H", "H", "H", "H", "H", "H", "H"], "positions_angstrom": [[-3.269, 0.675, -0.095], [-2.193, -0.246, 0.184], [-2.297, -1.047, 1.275], [-1.053, -1.769, 1.711], [-3.344, -1.233, 1.874], [-4.086, 0.570, 0.602], [-2.959, 1.714, -0.197], [-3.688, 0.433, -1.077], [-1.279, -0.190, -0.246], [-0.102, -1.479, 1.292], [-0.975, -1.597, 2.784], [-1.123, -2.853, 1.596], [3.002, -0.106, 0.783], [2.841, 0.422, -0.574], [1.593, 0.670, -1.041], [1.410, 1.265, -2.380], [0.629, 0.266, -0.404], [2.593, 0.519, 1.568], [2.531, -1.087, 0.782], [4.049, -0.332, 0.859], [3.629, 0.888, -0.992], [2.298, 1.252, -3.022], [0.602, 0.933, -3.016], [1.194, 2.331, -2.268]]}


No. 7
{"formula": "C6H14N2O2", "method": "the ωB97M-V functional and the def2-TZVPD basis", "lumo_ev": 0.58, "fmax_ha_per_bohr": 0.0255, "total_energy_ev": -13524.951, "mol_weight_g_mol": 146.19, "smiles": "CNC(C)=O.CNC(C)=O", "symbols": ["C", "N", "C", "C", "O", "H", "H", "H", "H", "H", "H", "H", "C", "N", "C", "C", "O", "H", "H", "H", "H", "H", "H", "H"], "positions_angstrom": [[-0.142, -0.096, -2.899], [-0.918, 0.088, -1.682], [-2.145, -0.471, -1.603], [-2.860, -0.158, -0.300], [-2.606, -1.129, -2.520], [0.609, 0.674, -2.938], [0.100, -1.155, -2.999], [-0.795, 0.083, -3.751], [-0.532, 0.548, -0.874], [-2.139, -0.226, 0.511], [-3.230, 0.855, -0.405], [-3.675, -0.836, -0.074], [0.010, 0.165, 2.852], [1.431, -0.018, 2.562], [2.061, 0.454, 1.450], [3.506, -0.012, 1.340], [1.524, 1.145, 0.598], [-0.237, -0.608, 3.569], [-0.165, 1.140, 3.279], [-0.587, -0.002, 1.952], [1.811, -0.877, 2.922], [3.520, -1.104, 1.289], [3.968, 0.338, 0.428], [4.031, 0.304, 2.238]]}


No. 8
{"formula": "C6H14N2O2", "method": "the ωB97M-V functional and the def2-TZVPD basis", "lumo_ev": 0.47, "fmax_ha_per_bohr": 0.0869, "total_energy_ev": -13523.192, "mol_weight_g_mol": 146.19, "smiles": "CNC(C)=O.CNC(C)=O", "symbols": ["C", "N", "C", "C", "O", "H", "H", "H", "H", "H", "H", "H", "C", "N", "C", "C", "O", "H", "H", "H", "H", "H", "H", "H"], "positions_angstrom": [[-0.930, -2.137, -2.008], [0.189, -1.457, -1.643], [0.895, -0.687, -2.468], [1.767, 0.330, -1.813], [0.680, -0.674, -3.703], [-0.843, -3.138, -1.738], [-1.791, -1.580, -1.449], [-1.111, -2.148, -3.103], [0.344, -1.339, -0.636], [1.855, 0.292, -0.805], [2.774, 0.426, -2.252], [1.442, 1.459, -1.939], [1.424, 0.578, 2.286], [0.039, 1.052, 2.478], [-0.798, 0.861, 1.448], [-2.271, 1.053, 1.656], [-0.368, 0.643, 0.362], [1.840, 0.430, 3.357], [1.284, -0.491, 1.920], [1.810, 1.375, 1.678], [-0.219, 1.711, 3.273], [-2.945, 0.962, 0.668], [-2.574, 0.384, 2.378], [-2.493, 2.095, 2.050]]}


No. 9
{"formula": "C6H14N2O2", "method": "the ωB97M-V functional and the def2-TZVPD basis", "lumo_ev": 0.79, "fmax_ha_per_bohr": 0.0874, "total_energy_ev": -13522.798, "mol_weight_g_mol": 146.19, "smiles": "CNC(C)=O.CNC(C)=O", "symbols": ["C", "N", "C", "C", "O", "H", "H", "H", "H", "H", "H", "H", "C", "N", "C", "C", "O", "H", "H", "H", "H", "H", "H", "H"], "positions_angstrom": [[1.322, -2.771, -1.044], [-0.009, -2.610, -0.682], [-0.712, -1.696, -1.335], [-2.129, -1.303, -0.925], [-0.370, -1.152, -2.334], [1.734, -1.730, -0.836], [1.852, -3.365, -0.129], [1.461, -3.177, -2.159], [-0.263, -3.217, 0.169], [-2.107, -0.431, -0.292], [-2.670, -0.691, -1.682], [-2.716, -2.044, -0.396], [-1.229, 2.456, -0.047], [-0.120, 2.630, 0.933], [0.653, 1.521, 1.206], [1.971, 1.727, 1.941], [0.360, 0.345, 0.875], [-1.661, 3.409, -0.239], [-0.656, 1.970, -0.911], [-2.025, 1.652, 0.209], [0.137, 3.529, 1.267], [2.864, 1.066, 1.488], [2.306, 2.756, 2.030], [2.007, 1.126, 2.895]]}


No. 10
{"formula": "C6H14N2O2", "method": "the ωB97M-V functional and the def2-TZVPD basis", "lumo_ev": 0.77, "fmax_ha_per_bohr": 0.2295, "total_energy_ev": -13522.115, "mol_weight_g_mol": 146.19, "smiles": "CNC(C)=O.CNC(C)=O", "symbols": ["C", "N", "C", "C", "O", "H", "H", "H", "H", "H", "H", "H", "C", "N", "C", "C", "O", "H", "H", "H", "H", "H", "H", "H"], "positions_angstrom": [[0.362, 0.673, -3.275], [0.772, 0.803, -1.744], [-0.147, 1.537, -0.942], [0.223, 2.171, 0.373], [-1.216, 1.674, -1.443], [1.093, 0.207, -3.987], [-0.516, 0.114, -3.280], [0.108, 1.804, -3.383], [1.718, 1.013, -1.562], [0.874, 1.576, 1.023], [0.718, 3.201, 0.227], [-0.686, 2.580, 0.851], [-0.008, -0.624, 3.115], [-0.629, -1.241, 1.875], [0.148, -2.036, 1.010], [-0.725, -2.141, -0.287], [1.337, -2.203, 1.120], [0.643, -1.544, 3.555], [0.752, 0.271, 2.895], [-0.818, -0.107, 3.740], [-1.480, -1.405, 1.800], [-1.735, -2.301, -0.164], [-0.532, -1.057, -0.654], [-0.256, -2.964, -0.862]]}


No. 11
{"formula": "C6H14N2O2", "method": "the ωB97M-V functional and the def2-TZVPD basis", "lumo_ev": 0.72, "fmax_ha_per_bohr": 0.1174, "total_energy_ev": -13523.578, "mol_weight_g_mol": 146.19, "smiles": "CNC(C)=O.CNC(C)=O", "symbols": ["C", "N", "C", "C", "O", "H", "H", "H", "H", "H", "H", "H", "C", "N", "C", "C", "O", "H", "H", "H", "H", "H", "H", "H"], "positions_angstrom": [[-0.524, 2.846, -0.735], [-0.604, 1.850, 0.318], [0.541, 1.671, 1.150], [0.468, 0.724, 2.281], [1.484, 2.448, 1.021], [0.357, 2.669, -1.345], [-1.329, 3.071, -1.411], [-0.512, 3.892, -0.079], [-1.153, 1.051, 0.261], [0.446, -0.356, 2.046], [1.316, 0.894, 2.928], [-0.500, 0.892, 2.818], [-0.735, -3.061, 0.450], [0.297, -2.343, -0.289], [-0.180, -1.379, -1.172], [0.832, -0.503, -1.946], [-1.392, -1.139, -1.273], [-1.660, -3.166, -0.248], [-0.284, -4.020, 0.765], [-1.023, -2.568, 1.252], [1.209, -2.763, -0.600], [1.832, -0.798, -1.720], [0.355, -0.386, -2.899], [0.760, 0.473, -1.574]]}


No. 12
{"formula": "C6H14N2O2", "method": "the ωB97M-V functional and the def2-TZVPD basis", "lumo_ev": 0.55, "fmax_ha_per_bohr": 0.0271, "total_energy_ev": -13524.602, "mol_weight_g_mol": 146.19, "smiles": "CNC(C)=O.CNC(C)=O", "symbols": ["C", "N", "C", "C", "O", "H", "H", "H", "H", "H", "H", "H", "C", "N", "C", "C", "O", "H", "H", "H", "H", "H", "H", "H"], "positions_angstrom": [[-1.936, -1.293, 1.829], [-1.199, -0.340, 1.015], [-1.658, 0.960, 1.020], [-0.558, 2.005, 0.973], [-2.812, 1.218, 1.286], [-1.386, -2.207, 1.997], [-2.284, -0.797, 2.738], [-2.890, -1.548, 1.367], [-0.239, -0.506, 0.768], [-0.511, 2.521, 1.932], [0.449, 1.589, 0.917], [-0.681, 2.729, 0.174], [2.339, -2.296, -0.902], [1.288, -1.296, -1.111], [1.572, 0.013, -1.325], [0.410, 0.869, -1.790], [2.611, 0.551, -0.990], [2.272, -3.039, -1.700], [3.325, -1.860, -0.853], [2.085, -2.856, -0.002], [0.441, -1.689, -1.490], [0.602, 1.871, -1.454], [0.354, 1.061, -2.865], [-0.556, 0.502, -1.451]]}


> Number 1 is which compound?

C6H14N2O